Below is a structure of composition C40H36BF6N9O7STl, with properties calculated with wB97M-V/def2-TZVPD.

```
! RIJCOSX wB97M-V def2-TZVPD def2/J DEFGRID3
* xyz -1 1
Tl -0.4212 0.8869 1.3373
C -1.7655 1.9119 4.8761
C -1.4123 3.0222 3.9458
C -1.1458 4.3598 4.2646
C -0.8015 4.9593 3.0710
C -0.3827 6.3679 2.8110
N -0.8809 4.0213 2.1078
N -1.2621 2.8337 2.6431
B -0.5564 4.1602 0.6182
N 0.8513 3.5664 0.3100
N 1.1240 2.2480 0.4609
C 2.3401 2.0095 -0.0177
C 2.9708 0.6596 -0.0280
C 2.8761 3.2118 -0.4870
C 1.9044 4.1688 -0.2673
C 1.9406 5.6247 -0.5944
N -1.6060 3.4365 -0.2466
N -1.8842 2.1165 -0.0817
C -2.7335 1.7593 -1.0341
C -3.2441 0.3660 -1.1713
C -3.0305 2.8728 -1.8307
C -2.2920 3.9111 -1.3042
C -2.2002 5.3266 -1.7686
H -1.6049 2.2285 5.9060
H -2.8081 1.6093 4.7643
H -1.1405 1.0413 4.6838
H -1.1732 4.8187 5.2390
H -0.4119 6.9303 3.7432
H 0.6364 6.4119 2.4232
H -1.0354 6.8598 2.0886
H -0.5323 5.3176 0.3188
H 2.2332 -0.0988 -0.2876
H 3.7741 0.6443 -0.7648
H 3.3916 0.4153 0.9479
H 3.8469 3.3596 -0.9299
H 2.9215 5.8766 -0.9951
H 1.1883 5.8881 -1.3388
H 1.7612 6.2402 0.2870
H -2.6155 -0.3304 -0.6175
H -4.2704 0.2839 -0.8059
H -3.2201 0.0704 -2.2191
H -3.6785 2.9079 -2.6905
H -2.8828 5.4759 -2.6040
H -2.4630 6.0279 -0.9762
H -1.1917 5.5705 -2.1061
C 2.8192 -3.0581 -5.6727
C 1.4419 -3.6470 -5.3915
C 1.3149 -5.1118 -5.7893
C 2.1774 -5.9909 -4.8954
C 1.8410 -5.7484 -3.4492
C 2.0191 -6.7267 -2.4971
C 1.7026 -6.4714 -1.1676
F 1.8930 -7.4636 -0.2709
C 1.2073 -5.2685 -0.7567
C 1.0163 -4.2564 -1.7047
C 0.4909 -2.9478 -1.2436
O 0.2249 -2.7910 -0.0490
C 0.3132 -1.9586 -2.2713
C 0.6092 -2.3012 -3.5537
N 1.0979 -3.4903 -3.9701
C 1.3248 -4.4989 -3.0469
C -0.1945 -0.5233 -2.0875
O -0.6989 -0.0192 -3.1026
O -0.0468 0.0423 -0.9694
H 3.0635 -3.1461 -6.7328
H 3.5915 -3.5661 -5.0937
H 2.8413 -2.0027 -5.4007
H 0.6925 -3.0744 -5.9402
H 1.5999 -5.2204 -6.8369
H 0.2679 -5.4115 -5.6993
H 3.2350 -5.7710 -5.0694
H 2.0391 -7.0456 -5.1366
H 2.4034 -7.7017 -2.7710
H 0.9468 -5.0808 0.2758
H 0.4345 -1.5572 -4.3219
O 3.6570 -0.8695 5.9730
C 3.5318 -1.8887 5.1477
O 4.0523 -2.9646 5.3589
C 2.7038 -1.6770 3.9309
C 2.4703 -2.6665 2.9955
N 1.7119 -2.1324 2.0315
N 1.4269 -0.8515 2.2755
C 2.0070 -0.5543 3.4262
C 1.8012 0.8345 3.9696
O 2.3476 1.1113 5.0611
O 1.0874 1.5873 3.2720
H 3.1438 -0.0526 5.6346
H 2.7995 -3.6916 2.9791
H 1.2476 -2.5687 1.2303
F -7.2286 -1.2743 0.9491
C -5.9386 -1.1842 1.2814
C -5.1002 -2.2721 1.1236
F -5.5868 -3.4185 0.6384
C -3.7644 -2.1678 1.4688
F -3.0034 -3.2476 1.2960
C -3.2203 -0.9916 1.9806
S -1.5233 -0.9736 2.4558
C -4.0927 0.0797 2.1294
F -3.6498 1.2418 2.6029
C -5.4301 -0.0033 1.7874
F -6.2323 1.0546 1.9362
*
```

Computed properties:
- highest occupied orbital energy (eV) = -6.25
- total energy (eV) = -102325.423
- LUMO energy (eV) = 1.9
- relative energy (zero: lowest compared OMol25 entry of this formula, charge and spin) (kcal/mol) = 5.2
- HOMO-LUMO gap (eV) = 8.14

Results of the Löwdin charge analysis, in e, for atoms 1 through 99:
1. Tl 0.874
2. C -0.025
3. C -0.334
4. C 0.022
5. C -0.268
6. C -0.024
7. N 0.038
8. N 0.037
9. B -0.502
10. N 0.065
11. N 0.040
12. C -0.298
13. C -0.015
14. C 0.025
15. C -0.259
16. C -0.018
17. N 0.048
18. N 0.047
19. C -0.309
20. C -0.011
21. C 0.027
22. C -0.264
23. C -0.025
24. H 0.081
25. H 0.068
26. H 0.051
27. H 0.106
28. H 0.077
29. H 0.072
30. H 0.077
31. H 0.112
32. H 0.055
33. H 0.081
34. H 0.081
35. H 0.108
36. H 0.079
37. H 0.072
38. H 0.070
39. H 0.063
40. H 0.077
41. H 0.086
42. H 0.109
43. H 0.077
44. H 0.080
45. H 0.072
46. C -0.028
47. C -0.316
48. C -0.139
49. C -0.136
50. C -0.137
51. C 0.042
52. C -0.263
53. F 0.055
54. C 0.071
55. C -0.036
56. C -0.286
57. O -0.004
58. C -0.006
59. C 0.022
60. N 0.005
61. C -0.081
62. C -0.612
63. O -0.005
64. O -0.106
65. H 0.084
66. H 0.082
67. H 0.084
68. H 0.146
69. H 0.118
70. H 0.128
71. H 0.117
72. H 0.118
73. H 0.128
74. H 0.133
75. H 0.141
76. O 0.103
77. C -0.522
78. O 0.062
79. C -0.052
80. C 0.001
81. N 0.041
82. N 0.008
83. C -0.146
84. C -0.566
85. O 0.022
86. O -0.057
87. H 0.050
88. H 0.133
89. H 0.092
90. F 0.119
91. C -0.147
92. C -0.144
93. F 0.115
94. C -0.246
95. F 0.097
96. C -0.493
97. S 0.765
98. C -0.241
99. F 0.093